1.
C19H32N9O4SSc | ωB97M-V/def2-TZVPD

Summary:
HOMO = -13.47 eV
Frontier orbital gap = 7.39 eV
Energy above the lowest of the compared OMol25 structures with the same formula, charge and spin = 9.6 kJ/mol

The geometry in ORCA input format:
```
! wB97M-V def2-TZVPD RIJCOSX def2/J DEFGRID3
* xyz 2 1
Sc -0.137 -0.210 -0.067
C -0.424 2.760 -1.338
C -1.855 2.553 -0.908
O -2.061 1.138 -0.779
C -3.238 0.818 -0.026
C -2.947 0.959 1.456
O -1.606 0.513 1.679
C -1.107 0.962 2.948
C 0.339 0.532 3.034
O 0.961 0.719 1.758
C 1.730 1.899 1.516
C 0.911 2.829 0.657
O 0.437 2.034 -0.446
H -0.164 3.819 -1.333
H -0.243 2.372 -2.339
H -2.550 2.961 -1.646
H -2.047 3.042 0.051
H -3.499 -0.202 -0.288
H -4.066 1.468 -0.319
H -3.650 0.363 2.043
H -3.026 1.999 1.788
H -1.690 0.520 3.760
H -1.219 2.051 2.995
H 0.413 -0.534 3.241
H 0.874 1.089 3.803
H 2.631 1.569 0.996
H 2.019 2.375 2.454
H 1.516 3.655 0.277
H 0.056 3.235 1.205
C 5.268 -3.053 1.493
C 4.539 -1.994 2.303
N 3.085 -2.149 2.236
C 2.343 -1.723 1.211
S 0.661 -2.250 1.177
N 2.893 -0.956 0.295
N 1.963 -0.592 -0.653
C 2.380 -0.393 -1.852
C 3.804 -0.523 -2.270
C 1.310 -0.103 -2.837
C 1.575 0.160 -4.173
C 0.517 0.309 -5.057
C -0.778 0.187 -4.584
C -0.967 -0.033 -3.230
N 0.044 -0.164 -2.364
H 6.345 -2.904 1.556
H 5.045 -4.053 1.863
H 4.979 -3.003 0.443
H 4.815 -2.045 3.356
H 4.783 -0.994 1.950
H 2.649 -2.813 2.855
H 4.326 -1.182 -1.582
H 3.894 -0.903 -3.284
H 4.299 0.451 -2.226
H 2.593 0.240 -4.523
H 0.708 0.507 -6.103
H -1.632 0.270 -5.241
H -1.961 -0.090 -2.811
N -3.755 -4.156 0.721
N -2.833 -3.432 -0.017
N -2.455 -3.803 -1.215
C -1.692 -2.786 -1.578
N -1.636 -1.848 -0.626
N -2.389 -2.286 0.379
H -3.750 -5.108 0.360
H -3.465 -4.151 1.695
H -1.169 -2.742 -2.517
*
```

Results of the natural (NBO) charge analysis, in e, for atoms 1 through 6: 1.5450, -0.0853, -0.0944, -0.5633, -0.0916, -0.0921



2.
C19H32O4 | ωB97M-V/def2-TZVPD

Summary:
HOMO = -8.31 eV
Structure (SMILES) = CCCCCCCCCCCCCCOc1ccc(C(=O)O)o1
Frontier orbital gap = 8.99 eV
Energy above the lowest of the compared OMol25 structures with the same formula, charge and spin = 0.0 kJ/mol

The geometry in ORCA input format:
```
! wB97M-V def2-TZVPD RIJCOSX def2/J DEFGRID3
* xyz 0 1
C -1.164 -3.355 0.276
C -2.514 -2.648 0.264
C -2.871 -2.104 1.646
C -4.263 -1.473 1.722
C -4.504 -0.317 0.748
C -3.494 0.818 0.893
C -3.805 1.975 -0.053
C -2.786 3.115 0.023
C -1.338 2.704 -0.261
C -1.140 2.101 -1.650
C 0.299 1.651 -1.905
C 0.657 0.366 -1.159
C 2.077 -0.092 -1.480
C 2.420 -1.386 -0.746
O 3.702 -1.896 -1.109
C 4.765 -1.273 -0.614
C 6.093 -1.554 -0.849
C 6.814 -0.631 -0.077
C 5.890 0.152 0.576
C 6.080 1.258 1.492
O 7.156 1.678 1.846
O 4.920 1.791 1.922
O 4.628 -0.255 0.237
H -0.915 -3.726 -0.716
H -1.180 -4.200 0.961
H -0.380 -2.672 0.596
H -2.480 -1.831 -0.457
H -3.289 -3.347 -0.060
H -2.118 -1.374 1.950
H -2.832 -2.926 2.366
H -4.418 -1.111 2.742
H -5.011 -2.246 1.531
H -4.480 -0.691 -0.277
H -5.510 0.074 0.924
H -2.499 0.434 0.670
H -3.494 1.180 1.924
H -3.858 1.599 -1.076
H -4.791 2.380 0.190
H -2.826 3.556 1.022
H -3.080 3.889 -0.691
H -0.707 3.592 -0.171
H -1.009 1.998 0.501
H -1.419 2.848 -2.397
H -1.799 1.242 -1.780
H 0.431 1.478 -2.975
H 0.988 2.446 -1.610
H 0.573 0.525 -0.083
H -0.048 -0.421 -1.438
H 2.181 -0.260 -2.555
H 2.783 0.688 -1.189
H 1.725 -2.181 -1.027
H 2.377 -1.232 0.338
H 6.473 -2.321 -1.488
H 7.877 -0.535 0.004
H 5.112 2.522 2.530
*
```

Results of the natural (NBO) charge analysis, in e, for atoms 1 through 6: -0.6001, -0.3976, -0.3953, -0.3859, -0.3916, -0.4052



3.
C19H33Cl2N2O2P2Pt | ωB97M-V/def2-TZVPD

Summary:
HOMO (alpha / beta) = -17.78 / -17.77 eV
Frontier orbital gap (alpha / beta) = 9.39 / 4.96 eV
Energy above the lowest of the compared OMol25 structures with the same formula, charge and spin = 2.0 kJ/mol

The geometry in ORCA input format:
```
! wB97M-V def2-TZVPD RIJCOSX def2/J DEFGRID3
* xyz 3 5
C 1.171 4.116 -2.047
C 1.715 3.471 -0.787
H 1.284 3.372 -2.842
H 1.788 5.007 -2.214
H 0.096 4.300 -1.884
O 1.916 2.288 -0.606
Cl 1.592 4.544 0.510
Pt -0.513 -0.015 0.914
P 1.549 -0.317 1.751
C 2.433 -1.792 1.134
C 2.849 0.956 1.860
H 3.561 0.674 2.654
H 1.973 -0.537 4.159
H 2.406 1.933 2.080
H 0.396 0.240 3.754
H 2.533 -1.703 0.045
H 3.382 1.030 0.909
C 1.095 -0.570 3.502
H 3.437 -1.912 1.578
H 0.572 -1.527 3.593
H 1.839 -2.687 1.351
P -2.027 0.275 -0.828
C -2.198 -0.981 -2.143
C -3.662 0.413 -0.025
H -1.697 2.650 -0.961
H -2.790 2.065 -2.277
H -1.005 1.813 -2.389
C -1.867 1.864 -1.710
H -3.566 1.140 0.790
H -4.409 0.747 -0.757
H -2.850 -0.598 -2.947
H -2.641 -1.892 -1.715
H -3.926 -0.562 0.401
H -1.211 -1.239 -2.549
Cl -2.028 -0.816 2.388
C -0.816 -7.074 -0.667
N -0.282 -5.847 -1.235
N -0.236 -4.704 -0.566
C 0.304 -3.714 -1.374
O 0.330 -2.517 -1.031
C 0.727 -4.408 -2.556
C 0.328 -5.719 -2.427
C 0.469 -6.884 -3.321
C -0.852 -4.516 0.708
C -0.033 -4.568 1.837
C -0.624 -4.431 3.091
C -2.011 -4.236 3.185
C -2.816 -4.222 2.037
C -2.233 -4.342 0.781
H -1.332 -6.827 0.262
H -0.004 -7.786 -0.466
H -1.527 -7.526 -1.370
H 1.234 -3.934 -3.369
H 1.106 -7.675 -2.890
H -0.498 -7.351 -3.569
H 0.932 -6.523 -4.244
H 1.037 -4.725 1.701
H -0.003 -4.459 3.984
H -2.464 -4.084 4.169
H -3.898 -4.094 2.115
H -2.821 -4.330 -0.141
*
```

Results of the natural (NBO) charge analysis, in e, for atoms 1 through 6: -0.7162, 0.5306, 0.2362, 0.2779, 0.2485, -0.5986